The following is a DFT calculation (ωB97M-V with the def2-TZVPD basis set) of C10H27ClI2NOP2Y as an isolated structure.

XYZ file:
```
45
Properties=species:S:1:pos:R:3:lowdin_charge:R:1
I 0.6488 -1.3850 2.0026 0.74
I -0.8694 0.8436 -2.2408 0.77
Y -1.6131 -1.1606 -0.0277 0.38
Cl -3.4919 -2.7186 0.1128 -0.07
P 0.3277 -2.8739 -1.3176 0.62
P -2.6078 1.0156 1.5193 0.67
O 0.8290 0.6379 -0.0085 -0.33
N 2.3181 2.1658 -0.6704 -0.13
C 2.0333 -2.5577 -1.8940 -0.26
C -0.4747 -3.5173 -2.8406 -0.27
C 0.5389 -4.4423 -0.3824 -0.28
C -3.1532 0.4269 3.1805 -0.26
C -4.2393 1.4377 0.7835 -0.27
C 2.4545 1.2182 1.6342 -0.06
C -1.9341 2.6668 1.9135 -0.26
C 1.8254 1.3335 0.2678 -0.48
C 3.5010 2.9003 -0.3603 -0.02
C 1.7779 2.3205 -1.9944 -0.13
H -2.2931 0.4236 3.8674 0.05
H -4.8245 2.0093 1.5190 0.06
H 0.0718 -4.4192 -3.1586 0.06
H -1.7083 3.1680 0.9561 0.05
H 2.6540 -2.3611 -1.0006 0.05
H 1.8197 1.4027 -2.5741 0.05
H 0.9215 -5.2034 -1.0777 0.06
H 1.7138 1.4973 2.3988 0.09
H -3.5893 -0.5868 3.1226 0.05
H -4.8111 0.5373 0.4987 0.05
H -3.9121 1.1200 3.5766 0.06
H -2.6750 3.2554 2.4816 0.07
H 2.3956 -3.4606 -2.4203 0.07
H -1.5338 -3.7741 -2.6588 0.05
H -1.0340 2.5196 2.5359 0.05
H -4.0951 2.0651 -0.1075 0.05
H -0.4183 -4.7865 0.0448 0.05
H 2.8642 0.2004 1.7533 0.05
H 3.3076 1.8728 1.7462 0.07
H 3.2824 3.5358 0.5081 0.11
H 4.2969 2.1753 -0.1385 0.12
H 3.7655 3.5058 -1.2227 0.10
H 1.2693 -4.2958 0.4249 0.03
H 2.3370 3.0646 -2.5667 0.11
H -0.4147 -2.7613 -3.6375 0.05
H 1.9910 -1.6984 -2.5885 0.04
H 0.7479 2.6829 -1.9597 -0.01
```

As for the LUMO energy (alpha / beta): -9.7 / -9.6 eV. The total charge is +2. The HOMO energy (alpha / beta) is -15.39 / -15.41 eV. The calculation puts the energy relative to the best compared isomer or geometry (same formula, charge and spin) at 49.8 kcal/mol. The value obtained for the HOMO-LUMO gap (alpha / beta) is 5.73 / 5.84 eV.



The following is a DFT calculation (ωB97M-V with the def2-TZVPD basis set) of a 2-piece molecular cluster, C3H6NO2 overall.

XYZ file:
```
12
Properties=species:S:1:pos:R:3:lowdin_charge:R:1
O 1.6798 0.1737 -0.1787 0.10
O 0.3706 2.0202 0.1832 0.21
N -2.1406 0.5745 -0.0693 0.13
C 0.7010 0.9031 0.0468 -0.31
C 2.3181 -0.9093 0.1196 0.10
C -1.2505 -0.3820 -0.1253 0.02
H 2.5060 -1.1788 1.1472 0.11
H -0.9888 -0.7859 -1.0907 0.12
H -2.4140 1.0770 -0.9058 0.15
H 2.7197 -1.4843 -0.6982 0.10
H -1.0286 -0.9558 0.7610 0.12
H -2.4726 0.9475 0.8100 0.15
```

As for the LUMO energy (alpha / beta): -5.9 / -4.9 eV. The total charge is +1. The HOMO energy (alpha / beta) is -13.19 / -13.05 eV. The calculation puts the energy relative to the best compared isomer or geometry (same formula, charge and spin) at 100.5 kcal/mol. The value obtained for the HOMO-LUMO gap (alpha / beta) is 7.27 / 8.12 eV.



The following is a DFT calculation (ωB97M-V with the def2-TZVPD basis set) of a 5-piece molecular cluster, C27H42ClI2N2O16P overall.

XYZ file:
```
91
Properties=species:S:1:pos:R:3:lowdin_charge:R:1
I -0.7371 -2.1558 -4.4780 0.97
I 4.1819 -2.9212 -5.0667 0.93
Cl 4.1834 1.5021 -2.5600 0.33
P 4.4137 -0.0750 -1.2673 0.59
O -1.3904 0.2007 3.2487 0.10
O 10.2123 5.3115 -1.7139 0.08
O 6.0946 6.3921 2.4095 0.17
O 5.4529 5.3536 0.5148 0.06
O -6.3731 -1.7350 -0.2134 0.07
O -10.2915 -2.4770 0.9976 0.15
O 1.6459 -0.2502 -2.4554 0.11
O 5.2093 7.5569 0.6944 0.07
O -10.6211 -4.2203 2.3863 0.09
O -11.0599 -2.1602 3.0904 0.06
O 12.1467 5.5909 -2.8400 0.17
O 3.6094 -1.2952 -2.0826 -0.32
O 11.6308 3.6093 -1.8974 0.06
O -5.5152 -2.4372 1.7116 0.08
O 3.2983 0.3751 -0.1824 -0.33
O -4.5481 -3.0584 -0.2214 0.15
N -0.8066 -1.2817 1.5989 -0.11
N 1.8496 -2.5335 -2.8781 -0.11
C -6.4594 -1.4027 2.0534 -0.32
C 4.9464 4.9432 -1.8278 -0.03
C 1.7512 -2.3625 -6.7236 -0.21
C -5.4019 -2.4710 0.3628 -0.57
C 5.6296 6.4320 1.3191 -0.57
C -7.3229 -1.3827 0.8117 -0.08
C 1.6075 -3.3345 -0.5015 -0.15
C -7.1791 -1.7276 3.3355 -0.01
C 4.9536 7.2292 -0.6785 -0.09
C 8.5724 4.4797 -0.1230 -0.01
C -10.8196 -4.3246 3.8120 -0.33
C 2.3081 -1.2364 -2.4726 -0.62
C 0.4509 -1.5298 0.8765 -0.22
C -11.5907 -3.0505 4.0838 -0.09
C -0.2256 1.1836 1.4335 0.00
C -0.8459 0.0243 2.1881 -0.50
C -10.6266 -2.9119 2.0525 -0.57
C 4.6267 5.7537 -0.5994 -0.32
C -11.5216 -5.6069 4.1707 -0.02
C 9.4922 4.1464 -1.2670 -0.33
C -1.9834 -1.4144 0.7017 -0.03
C 10.6370 3.2110 -0.9443 -0.09
C 0.6415 -3.0250 0.6422 -0.17
C 0.9237 -3.0611 -1.8555 -0.21
C 1.3504 -2.4604 -4.2118 -0.73
C 11.4059 4.9084 -2.2149 -0.57
C 2.1336 -2.5258 -5.2895 -0.79
H 10.3969 2.1590 -1.0734 0.14
H 0.1182 -2.3400 -1.6968 0.06
H -2.6903 -2.1491 1.0772 0.07
H -0.3319 -3.4563 0.3914 0.12
H -12.4835 -5.6742 3.6616 0.09
H -7.7640 -0.4132 0.5979 0.14
H -12.6611 -3.1713 3.9031 0.14
H -7.9106 -0.9519 3.5624 0.09
H 0.8126 1.2833 1.7576 0.08
H -11.4297 -2.6403 5.0768 0.14
H 2.5499 -2.7933 -0.4112 0.10
H -8.1060 -2.1382 0.8413 0.11
H 9.1304 4.9018 0.7137 0.10
H 1.8457 -4.3990 -0.4558 0.12
H 5.9978 5.0543 -2.0990 0.08
H 0.5064 -3.9917 -2.2319 0.12
H -0.2372 1.0338 0.3541 0.08
H 2.1494 -3.1934 -7.3091 0.06
H 8.9227 3.7686 -2.1222 0.16
H 0.4609 -0.9949 -0.0835 0.10
H 0.6745 -2.3270 -6.8639 0.01
H -7.6928 -2.6870 3.2489 0.08
H 8.0450 3.5890 0.2172 0.10
H 3.4783 -0.0819 0.6522 0.05
H -1.6894 -1.6630 -0.3186 0.09
H 3.5852 5.6054 -0.3010 0.16
H 5.8625 7.4176 -1.2554 0.14
H 4.3317 5.2684 -2.6673 0.10
H -9.8327 -4.2809 4.2817 0.15
H -0.7669 2.0863 1.7057 0.09
H -11.6849 -5.6561 5.2471 0.09
H 1.2711 -1.1316 1.4786 0.12
H 11.0311 3.3791 0.0608 0.14
H -10.9247 -6.4670 3.8713 0.09
H -2.5202 -0.4605 0.6406 0.10
H -6.4754 -1.7982 4.1643 0.09
H -5.8977 -0.4693 2.1537 0.16
H 2.1851 -1.4482 -7.1348 0.08
H 7.8346 5.2161 -0.4282 0.06
H 4.1422 7.8406 -1.0636 0.14
H 4.7578 3.8849 -1.6493 0.01
H 0.9689 -3.4858 1.5757 0.12
```

As for the LUMO energy: 0.1 eV. The total charge is 0. The HOMO energy is -8.70 eV. The structure (SMILES) is CC(=O)N(C)CCCCN(C(=O)OP(O)Cl)/C(I)=C(/C)I.C[C@@H]1COC(=O)O1.C[C@@H]1COC(=O)O1.C[C@@H]1COC(=O)O1.C[C@@H]1COC(=O)O1. The value obtained for the HOMO-LUMO gap is 8.77 eV.



The following is a DFT calculation (ωB97M-V with the def2-TZVPD basis set) of a 13-piece molecular cluster, C36H56Cl37N3O7P3S2 overall.

XYZ file:
```
144
Properties=species:S:1:pos:R:3:lowdin_charge:R:1
Cl -3.6037 -1.9924 4.5461 0.54
Cl -0.5139 9.7398 2.1722 0.51
Cl 0.9943 -6.6335 1.9619 0.56
Cl -7.6812 -2.7166 1.3215 0.54
Cl 1.4138 7.0110 -0.2938 0.31
Cl -1.6952 -8.2484 0.0897 0.51
Cl -3.1500 -4.5487 3.2442 0.50
Cl -5.8173 -5.4449 -1.3923 0.52
Cl 6.2770 -4.6319 4.7890 0.53
Cl -6.9995 -3.8566 3.9115 0.51
Cl -0.8852 -8.9177 5.5452 0.53
Cl -0.3213 -6.2817 -1.4947 0.53
Cl -4.7642 -2.0825 -3.4253 0.56
Cl -2.6126 8.3361 -5.2427 0.51
Cl -0.0703 11.7698 0.1425 0.49
Cl 0.0383 -5.7735 4.5137 0.48
Cl -2.5966 -7.7273 -2.6252 0.54
Cl 0.8569 -8.2766 7.7681 0.53
Cl 1.9170 16.3360 -2.2415 0.52
Cl 6.3157 -7.3689 3.8386 0.52
Cl -5.4103 -1.8946 -6.2466 0.53
Cl -3.2537 6.2137 -7.1209 0.51
Cl -8.3013 -1.2271 9.5516 0.52
Cl -3.8594 5.8922 -4.2970 0.51
Cl -2.2513 -4.1492 5.9535 0.51
Cl 2.8986 -6.1036 4.1150 0.54
Cl -2.0074 -7.8525 7.9975 0.53
Cl -3.2957 -5.1214 0.0043 0.51
Cl -8.3234 -1.2743 3.7478 0.52
Cl 6.9437 -6.7912 6.6153 0.52
Cl 0.3576 14.9787 -0.1991 0.50
Cl 2.9800 13.9723 -0.9305 0.53
Cl -2.1498 9.7733 -0.2281 0.52
Cl -9.7528 -2.2503 7.2543 0.52
Cl -6.8716 -1.9287 7.1226 0.51
Cl -5.4385 0.4876 -4.5869 0.54
Cl -5.7196 -5.7343 1.4921 0.49
S 2.2415 -2.7096 -3.5726 0.76
S 1.4510 -3.8298 -0.9416 0.86
P 3.5342 3.3703 -0.9113 0.53
P 3.5698 2.4783 -3.0262 0.66
P 0.3114 5.3124 0.2467 0.70
O 2.2762 4.4697 -1.3592 -0.38
O 0.9865 4.8298 1.6367 -0.31
O 6.5938 0.9354 -1.5679 -0.05
O 2.3041 2.2904 -0.3411 -0.28
O 5.9439 3.6112 1.9223 -0.09
O 6.0608 2.1687 -1.0393 -0.24
O -0.0223 5.8183 -4.1810 0.04
N -1.9330 2.5218 1.7276 0.09
N 2.5712 2.9682 -4.1782 -0.35
N -0.0021 -1.9935 -2.3295 -0.16
C -0.8031 1.0077 -1.8376 -0.15
C 1.5252 14.7801 -1.5049 -1.57
C -7.1787 -2.3667 2.9696 -1.53
C -1.1730 -0.2377 -1.0146 -0.15
C -1.0992 -2.9594 -2.5849 -0.23
C 0.6134 5.4760 -3.2182 -0.26
C 3.8482 4.2191 0.7763 -0.25
C -0.7395 -8.8590 7.3008 -1.55
C -4.8418 -5.9704 -0.0173 -1.53
C 1.2954 -6.6972 3.6993 -1.54
C 3.6652 -5.1314 -0.0501 -0.31
C -1.4287 1.7481 2.6743 -0.16
C 0.6443 1.5145 1.5590 0.00
C -0.9281 -2.4335 -5.0971 -0.25
C 0.6090 1.5869 -1.7992 -0.10
C 0.9653 4.0960 -1.0926 -0.56
C 4.8901 -4.9765 0.8459 -0.10
C 5.3088 4.5094 0.9939 -0.31
C -1.2169 -3.4534 -4.0174 -0.20
C 3.2015 -3.7820 -0.5875 -0.49
C -3.4956 -3.7426 4.7721 -1.54
C 0.1410 2.2955 0.5569 -0.18
C -2.7419 6.5912 -5.4710 -1.55
C -0.2232 -1.4101 -0.9791 -0.22
C 4.7744 1.9729 -0.4389 -0.32
C 0.9494 2.5973 -0.6749 -0.37
C -1.1401 2.7662 0.7018 -0.18
C 1.2048 -2.7425 -2.3374 -1.05
C -1.1995 -7.8065 -1.5447 -1.51
C -0.1596 1.2475 2.6252 -0.06
C 0.0616 4.4572 -2.2764 -0.14
C -1.5805 -1.0721 -4.8613 -0.10
C -5.7331 -1.2479 -4.6369 -1.54
C -0.5537 10.0970 0.4450 -1.56
C 7.0404 -6.2093 4.9502 -1.55
C -8.3709 -1.2942 7.7906 -1.56
H 3.9301 -5.7593 -0.8887 0.10
H -0.2772 3.5946 -2.8225 0.12
H 0.7648 2.0437 -2.7591 0.07
H 1.3643 0.8356 -1.7345 0.10
H -4.6415 -7.0259 -0.1332 -0.01
H -1.3928 0.0241 0.0078 0.10
H 4.8569 1.8985 0.6357 0.08
H 4.5361 4.2600 -1.4449 0.03
H -1.5503 3.3856 -0.0751 0.10
H -2.3322 -1.0965 -4.0927 0.01
H -0.9888 0.7626 -2.8696 0.08
H -0.8362 4.9184 -1.8742 0.09
H -0.9769 -3.8188 -1.9330 0.02
H 1.0726 14.1566 -2.2628 0.01
H -2.2380 -3.7918 -4.1395 0.10
H -1.3207 -2.8343 -6.0206 0.10
H 4.3843 1.0237 -0.7679 0.06
H 3.3979 -3.0244 0.1517 0.08
H -0.6037 -4.3343 -4.1357 0.09
H 3.4681 1.0624 -2.9025 -0.04
H -4.4508 -4.0848 5.1420 -0.03
H 1.5965 5.8990 -3.0389 0.11
H -2.0490 1.5088 3.5130 0.09
H 5.6540 -5.6833 0.5542 0.07
H 3.3360 5.1659 0.7389 0.03
H 3.7625 -3.5396 -1.4740 0.04
H -1.7667 6.1556 -5.3029 -0.03
H -2.0770 -0.7547 -5.7664 0.06
H 0.1516 9.4422 -0.0466 -0.05
H 3.4208 3.6894 1.6140 0.08
H -6.7748 -1.4200 -4.4095 0.01
H 6.5229 3.0488 1.4096 0.06
H 2.8753 -5.6313 0.4872 0.01
H 0.5604 5.2967 2.3590 0.06
H 0.1277 -2.3031 -5.2536 0.05
H -1.5335 1.7604 -1.5821 0.10
H 6.0960 0.8458 -2.3929 0.06
H -0.6531 -2.1541 -0.3177 0.10
H -8.4992 -0.2864 7.4228 0.01
H 5.3284 -3.9970 0.7795 0.07
H 1.2264 -7.7292 4.0130 -0.02
H 4.9001 2.6666 -3.4568 -0.03
H -2.0185 -2.4806 -2.2891 0.08
H 1.6390 1.1319 1.4975 0.13
H -0.8476 -0.3171 -4.6476 0.06
H -0.8582 -9.8627 7.6819 0.01
H 1.9691 3.6817 -3.7916 -0.11
H 8.0846 -6.1064 4.6938 0.01
H -6.2136 -1.8799 2.9365 -0.01
H 4.6631 -5.1849 1.8775 0.01
H 0.7081 -1.1338 -0.5206 0.11
H 5.8593 4.4980 0.0579 0.09
H -2.1107 -0.5905 -1.4300 0.10
H -0.5311 -8.5688 -1.9182 0.01
H 5.4188 5.4992 1.4104 0.10
H 0.2011 0.6440 3.4331 0.10
```

As for the LUMO energy: 1.2 eV. The total charge is -1. The HOMO energy is -4.90 eV. The value obtained for the HOMO-LUMO gap is 6.10 eV.



The following is a DFT calculation (ωB97M-V with the def2-TZVPD basis set) of a 2-piece molecular cluster, C6H6BrCl5NO3P2 overall.

XYZ file:
```
24
Properties=species:S:1:pos:R:3:lowdin_charge:R:1
Br -0.8760 -4.8697 1.6219 0.76
Cl 2.0718 4.1847 -0.6631 0.49
Cl -0.2671 5.7370 0.0726 0.51
Cl 2.3125 7.0378 -0.1954 0.53
Cl 2.2974 0.9011 0.4392 0.17
Cl 0.9272 6.0667 -2.5514 0.53
P 0.6907 0.5345 -0.8897 0.61
P 1.7722 -2.5265 0.5194 0.88
O 2.1410 -3.6390 1.7580 -0.32
O -0.2411 2.0007 -0.8282 -0.41
O 2.4492 -2.9683 -0.9883 -0.28
N -3.0682 -1.3292 0.2000 0.05
C 1.2616 5.7573 -0.8347 -2.02
C -0.5024 -0.7718 -0.2118 -0.32
C -2.0377 -0.4377 -0.2844 0.01
C -0.0825 -2.1625 0.4077 -0.29
C -1.2470 -3.0906 0.8741 -0.54
C -2.7382 -2.6192 0.7551 0.00
H -0.4392 2.0897 0.1408 0.05
H -3.5988 -3.2696 1.1176 0.14
H -4.0560 -1.0209 0.1255 0.17
H 2.5940 -2.1045 -1.4582 0.06
H 3.0273 -4.0624 1.6007 0.09
H -2.3905 0.5623 -0.7274 0.14
```

As for the LUMO energy: -5.6 eV. The total charge is +1. The HOMO energy is -11.67 eV. The value obtained for the HOMO-LUMO gap is 6.08 eV.



The following is a DFT calculation (ωB97M-V with the def2-TZVPD basis set) of C4H17N2O2 as an isolated structure.

XYZ file:
```
25
Properties=species:S:1:pos:R:3:lowdin_charge:R:1
O 0.0855 2.9451 -2.5702 -0.06
O -0.2961 2.9665 2.5915 -0.03
N -0.3498 -1.5043 0.0262 -0.29
N 0.9026 0.0577 1.3568 0.10
C -1.8097 -1.6177 0.1178 -0.03
C 0.2540 -2.7912 -0.3435 -0.03
C 1.2604 0.3274 -0.0480 -0.14
C 0.1165 -0.3824 -0.8148 -0.14
H 0.2564 -0.9421 1.0075 0.10
H 0.0244 -2.9920 -1.3963 0.11
H -2.2459 -2.0083 -0.8058 0.11
H -0.1011 -3.6052 0.2778 0.10
H 0.5164 -0.7724 -1.7499 0.13
H -0.7343 0.2610 -1.0228 0.13
H -0.3625 3.5757 1.8799 0.02
H -0.2958 3.4278 3.4220 0.04
H 0.2937 0.8100 1.6596 0.11
H -2.2640 -0.6498 0.3227 0.10
H -2.0808 -2.2884 0.9304 0.10
H 1.3528 1.3794 -0.2926 0.12
H -0.5793 3.2193 -3.2441 0.07
H 1.3410 -2.7129 -0.2943 0.10
H 0.7799 3.5718 -2.6008 0.01
H 1.7497 -0.0866 1.8838 0.14
H 2.1861 -0.1885 -0.2931 0.13
```

As for the LUMO energy: -2.5 eV. The total charge is +1. The HOMO energy is -14.12 eV. The calculation puts the energy relative to the best compared isomer or geometry (same formula, charge and spin) at 30.8 kcal/mol. The value obtained for the HOMO-LUMO gap is 11.61 eV.



| no. | electronic energy (Eh) | maximum force (eV/A) |
| --- | --- | --- |
| 1 | -2303.3861 | 1.71 |
| 2 | -322.7186 | 3.89 |
| 3 | -3764.4200 | 0.70 |
| 4 | -20943.6707 | 2.02 |
| 5 | -6070.0254 | 4.98 |
| 6 | -422.3436 | 2.12 |